# 1
{
  "formula": "C7H24FN3O3Si2",
  "method": "the ωB97M-V functional and the def2-TZVPD basis",
  "lumo_ev": 0.6,
  "homo_ev": -9.2,
  "species": ["C", "Si", "O", "Si", "F", "C", "C", "N", "N", "N", "H", "H", "H", "H", "H", "H", "H", "H", "H", "H", "H", "H", "H", "H", "C", "O", "C", "C", "O", "C", "H", "H", "H", "H", "H", "H", "H", "H", "H", "H"],
  "positions_angstrom": [[-0.346, -0.922, 1.852], [0.607, -0.948, 3.442], [1.575, 0.394, 3.609], [3.011, 0.738, 2.896], [3.517, -0.544, 2.058], [2.912, 2.306, 1.908], [2.144, 2.281, 0.569], [2.874, 3.105, -0.391], [0.847, 2.913, 0.765], [1.942, 0.882, 0.159], [0.202, -1.400, 1.043], [-1.287, -1.455, 2.028], [-0.596, 0.099, 1.568], [-0.342, -0.941, 4.575], [1.432, -2.171, 3.558], [4.017, 0.907, 3.961], [3.917, 2.717, 1.768], [2.399, 3.023, 2.559], [3.815, 2.739, -0.487], [2.445, 3.011, -1.307], [0.308, 2.396, 1.448], [0.317, 2.935, -0.100], [2.759, 0.484, -0.288], [1.140, 0.778, -0.452], [-4.292, -2.007, -1.730], [-3.752, -1.676, -2.995], [-3.112, -0.415, -3.033], [-1.607, -0.545, -2.961], [-1.182, -1.069, -1.714], [-0.842, -2.444, -1.764], [-4.606, -3.048, -1.777], [-3.553, -1.890, -0.933], [-5.165, -1.386, -1.500], [-3.466, 0.219, -2.212], [-3.382, 0.070, -3.976], [-1.160, 0.448, -3.079], [-1.250, -1.175, -3.782], [0.099, -2.589, -2.306], [-1.625, -3.036, -2.243], [-0.714, -2.783, -0.738]]
}

***

# 2
{
  "formula": "C7H24IN6O7",
  "method": "the ωB97M-V functional and the def2-TZVPD basis",
  "de_lowest_kj_mol": 0.00,
  "total_charge": -1,
  "lumo_ev": 2.7,
  "homo_ev": -5.6,
  "species": ["I", "C", "C", "O", "O", "H", "H", "H", "H", "H", "H", "C", "C", "O", "O", "H", "H", "H", "H", "H", "H", "C", "O", "N", "N", "H", "H", "H", "H", "C", "O", "N", "N", "H", "H", "H", "H", "C", "O", "N", "N", "H", "H", "H", "H"],
  "positions_angstrom": [[0.073, -0.640, 0.878], [-2.887, 0.622, -2.399], [-4.355, 0.786, -2.124], [-4.611, 1.270, -0.816], [-2.351, -0.533, -1.832], [-2.422, 1.543, -2.013], [-2.634, 0.718, -3.461], [-4.994, -0.084, -2.323], [-4.765, 1.485, -2.872], [-4.773, 0.507, -0.255], [-1.911, -0.322, -0.997], [4.081, 3.122, -0.845], [2.865, 2.368, -1.302], [1.916, 2.269, -0.259], [4.768, 2.470, 0.210], [3.920, 4.179, -0.600], [4.773, 3.165, -1.694], [3.208, 1.377, -1.614], [2.385, 2.890, -2.139], [1.396, 1.457, -0.339], [4.225, 2.587, 0.997], [4.143, -2.529, 1.662], [5.346, -2.386, 1.833], [3.457, -2.044, 0.581], [3.372, -3.187, 2.572], [4.026, -1.643, -0.137], [2.459, -1.935, 0.704], [2.402, -3.403, 2.437], [3.885, -3.718, 3.250], [-2.857, 2.643, 1.604], [-3.334, 1.776, 2.311], [-3.387, 3.899, 1.495], [-1.729, 2.459, 0.846], [-3.029, 4.534, 0.811], [-4.215, 4.123, 2.009], [-1.275, 1.551, 0.818], [-1.367, 3.247, 0.345], [-0.645, -4.864, 0.219], [-0.315, -6.001, -0.060], [-1.162, -4.004, -0.685], [-0.518, -4.290, 1.458], [-1.356, -4.296, -1.620], [-1.192, -3.030, -0.422], [-0.665, -3.317, 1.671], [0.045, -4.822, 2.098]]
}

***

# 3
{
  "formula": "C7H24N8O6Sn",
  "method": "the ωB97M-V functional and the def2-TZVPD basis",
  "lumo_ev": -1.6,
  "homo_ev": -8.5,
  "species": ["Sn", "O", "H", "C", "C", "C", "O", "H", "H", "H", "H", "H", "H", "H", "C", "O", "N", "N", "H", "H", "H", "H", "C", "O", "N", "N", "H", "H", "H", "H", "C", "O", "N", "N", "H", "H", "H", "H", "C", "O", "N", "N", "H", "H", "H", "H"],
  "positions_angstrom": [[-0.639, -2.717, -0.662], [0.931, -0.404, -0.219], [0.261, 0.222, 0.079], [-2.455, -0.120, 0.276], [-3.692, -0.855, -0.236], [-4.043, -0.319, -1.625], [-3.531, -2.215, -0.199], [-1.679, -0.222, -0.497], [-2.178, -0.544, 1.244], [-2.609, 0.942, 0.495], [-4.526, -0.440, 0.359], [-5.052, -0.652, -1.876], [-3.370, -0.652, -2.419], [-4.056, 0.776, -1.649], [4.369, -1.081, 0.672], [5.453, -1.183, 1.225], [4.276, -0.874, -0.693], [3.181, -1.031, 1.317], [5.115, -0.586, -1.159], [3.386, -0.712, -1.130], [3.073, -1.137, 2.307], [2.358, -0.749, 0.779], [-0.886, 0.126, -3.361], [-0.842, -1.087, -3.079], [-1.718, 0.622, -4.294], [-0.244, 0.988, -2.542], [-2.107, -0.144, -4.822], [-1.876, 1.585, -4.515], [-0.441, 1.970, -2.626], [0.304, 0.585, -1.791], [-0.365, -1.702, 3.106], [-0.710, -2.656, 2.408], [-0.583, -1.671, 4.458], [0.143, -0.533, 2.652], [-1.041, -2.448, 4.897], [-0.657, -0.742, 4.829], [0.497, -0.475, 1.706], [0.536, 0.139, 3.288], [2.201, 2.954, 0.442], [2.890, 3.943, 0.652], [2.497, 2.028, -0.507], [1.085, 2.706, 1.196], [1.970, 1.154, -0.569], [3.432, 2.087, -0.867], [0.735, 3.275, 1.940], [0.605, 1.847, 1.011]]
}